{"formula": "C21H18ClFN4O2S", "method": "ωB97M-V/def2-TZVPD", "elements": ["C", "C", "C", "N", "C", "O", "C", "C", "S", "N", "N", "H", "C", "C", "C", "C", "C", "C", "C", "Cl", "H", "H", "H", "F", "C", "O", "N", "H", "C", "C", "C", "C", "C", "C", "C", "H", "H", "H", "H", "H", "H", "H", "H", "H", "H", "H", "H", "H"], "coordinates": [[4.791, 1.348, -2.112], [3.605, 1.486, -1.956], [3.056, 2.022, -0.652], [1.825, 1.066, -0.272], [1.913, -0.360, 0.004], [0.851, -0.974, 0.400], [3.152, -0.877, 0.528], [3.471, -2.077, 0.081], [5.071, -2.362, 0.470], [5.405, -0.826, 0.903], [4.280, 0.119, 0.782], [2.704, -2.767, -0.202], [0.455, 1.367, -0.697], [-0.353, 2.157, 0.614], [-0.064, 1.876, 1.794], [-0.923, 2.338, 3.074], [-1.972, 2.903, 2.701], [-2.387, 3.236, 1.408], [-1.436, 2.907, 0.254], [-2.027, 3.159, -1.205], [-3.285, 3.841, 0.982], [-2.753, 3.535, 3.597], [-0.552, 2.307, 4.023], [1.013, 1.312, 2.459], [-0.266, 0.584, -1.646], [0.358, 0.050, -2.429], [-1.462, -0.165, -0.989], [-1.748, 0.425, -0.092], [-2.303, -1.047, -1.563], [-2.687, -2.115, -0.665], [-3.987, -2.490, -0.936], [-4.487, -3.613, -0.157], [-3.611, -4.014, 1.009], [-2.391, -3.659, 1.122], [-1.940, -2.616, 0.289], [-0.871, -1.946, 0.441], [-1.703, -3.886, 1.765], [-4.002, -4.802, 1.925], [-5.467, -3.948, -0.141], [-4.753, -2.110, -1.584], [-1.469, -1.520, -2.263], [-3.207, -0.477, -1.962], [0.443, 2.322, -1.280], [2.493, 2.823, -0.659], [3.559, 1.937, 0.077], [2.864, 1.209, -2.719], [5.185, 0.921, -3.116], [5.616, 1.400, -1.404]], "atomic_forces_ev_per_a": [[11.319, -3.041, -3.923], [-9.824, 2.163, 2.017], [-7.742, -5.416, -9.320], [-0.194, -3.610, -1.232], [-4.593, 2.871, 4.466], [3.318, 1.540, -2.432], [2.952, 5.617, -2.296], [0.480, -2.108, 1.255], [0.507, 0.651, -0.094], [-2.917, 3.719, -0.371], [1.388, -8.874, 0.824], [0.022, -0.513, -0.328], [0.841, 7.727, 3.729], [1.805, -2.716, -9.221], [0.194, -0.086, 13.652], [6.189, -3.290, -5.291], [-9.675, 6.741, 1.643], [2.016, 0.336, -5.494], [-4.454, 0.745, 8.156], [-0.893, 0.816, -4.188], [1.445, -1.225, 1.722], [2.340, -2.326, -2.519], [1.073, -0.573, 2.189], [0.131, -0.443, -2.412], [-6.138, -4.511, 7.476], [3.242, -2.623, -7.093], [3.877, 7.865, 3.442], [0.309, -1.976, -2.598], [1.292, 0.070, -3.351], [-2.901, 1.377, -2.315], [-2.756, -5.433, 2.954], [4.427, 2.671, 2.370], [-7.759, -4.572, 0.091], [2.172, 4.651, -3.538], [4.835, 1.349, 1.797], [-3.013, -2.658, -0.259], [3.180, -2.010, 4.297], [0.643, 2.102, -3.065], [-1.701, -0.557, -0.347], [0.535, 0.691, -0.734], [-2.516, 0.591, -0.172], [0.949, -1.387, -0.452], [1.078, -0.294, 0.053], [-1.974, 4.790, -0.625], [7.395, -0.554, 9.364], [0.243, 0.384, 0.320], [-0.684, 0.740, 1.608], [-0.467, 0.592, 0.245]], "orbital_gap_ev": 7.934, "total_charge": 0, "max_force_ev_per_a": 13.65}